Entry P
The following is a quantum chemistry calculation of C3H5O3V as an isolated structure, from the OMol25 dataset.

XYZ file:
```
12
C3H5O3V ωB97M-V with the def2-TZVPD basis set
H -0.19155 0.34338 -2.30531
O 1.07670 -0.34965 -0.72819
C 0.05660 0.47411 -1.20043
C 0.86426 -0.63584 0.64833
O 0.30718 1.79344 -1.26460
O -1.03428 0.33110 -0.19002
C -0.65040 -0.69327 0.73735
H 1.27738 0.16225 1.28613
H 1.35340 -1.58509 0.88982
H -1.05140 -0.45398 1.72769
H -1.04673 -1.65727 0.39099
V -0.96116 2.27082 0.00825
```

Properties
E_HOMO (alpha / beta)	-14.4 / -14.9	eV
net charge	+1
2S+1	4
E_LUMO (alpha / beta)	-5.57 / -5.76	eV
gap between HOMO and LUMO (alpha / beta)	8.8 / 9.2	eV



Entry Q
The following is a quantum chemistry calculation of C3H5O3V as an isolated structure, from the OMol25 dataset.

XYZ file:
```
12
C3H5O3V ωB97M-V with the def2-TZVPD basis set
H 1.85941 -2.39572 -0.09844
O -1.07686 -0.79186 0.04472
C 0.03322 -0.40182 0.64215
C -1.73189 0.27590 -0.67677
O 1.48796 -1.57065 -0.41372
O 0.04121 0.97885 0.64420
C -1.10994 1.51586 -0.05974
V 2.07436 0.12110 -0.13906
H -2.80790 0.18841 -0.50131
H -1.52207 0.16431 -1.74687
H -1.74884 1.99626 0.68879
H -0.75942 2.24948 -0.79199
```

Properties
E_HOMO (alpha / beta)	-13.3 / -13.5	eV
net charge	+1
2S+1	4
E_LUMO (alpha / beta)	-5.13 / -5.30	eV
gap between HOMO and LUMO (alpha / beta)	8.2 / 8.2	eV



Most stable: entry P (next structure +0.0773 hartree)



Entry P
The following is a quantum chemistry calculation of an isolated ion of composition C6H8N and charge +1, from the OMol25 dataset.

XYZ file:
```
15
C6H8N ωB97M-V with the def2-TZVPD basis set
C 1.61595 0.14656 0.59316
C 0.71443 -0.86697 0.34863
C -0.17716 1.72542 0.61967
C 1.20411 1.43970 0.58584
C -0.62341 -0.52879 0.02193
C -1.28749 -1.02425 -1.36394
N -0.93789 0.77583 0.26169
H 2.74104 -0.09200 0.78321
H 1.02661 -1.88687 0.69384
H -0.57779 2.65967 0.70929
H 1.77107 2.29937 0.55688
H -1.17318 -1.17958 0.85538
H -1.14703 -2.09770 -1.51249
H -0.81064 -0.49382 -2.13640
H -2.33863 -0.87656 -1.01669
```

Properties
E_HOMO	-14.9	eV
net charge	+1
E_LUMO	-6.78	eV
gap between HOMO and LUMO	8.1	eV



Entry Q
The following is a quantum chemistry calculation of an isolated ion of composition C6H8N and charge +1, from the OMol25 dataset.

XYZ file:
```
15
C6H8N ωB97M-V with the def2-TZVPD basis set
C -0.25208 -1.76973 -0.49057
C -0.76595 -0.42385 -0.17929
C -0.35879 -0.00052 1.24555
C 0.60446 0.88914 1.36041
C 1.00598 1.31469 -0.00793
C 0.10278 1.81104 -1.00365
N -0.07674 0.57393 -0.89048
H -1.14585 -2.49990 -0.44032
H 0.74228 -2.03780 -0.08823
H -0.05623 -1.88799 -1.54347
H -1.83332 -0.28686 -0.44678
H -0.62185 -0.73601 2.03712
H 0.95700 1.39037 2.26779
H 2.04908 1.00760 -0.26062
H -0.35076 2.65590 -1.55953
```

Properties
E_HOMO	-14.8	eV
SMILES	C[C@H]1C=C[C@@H]2C=[N+]21
net charge	+1
E_LUMO	-5.47	eV
gap between HOMO and LUMO	9.4	eV



Most stable: entry P (next structure +0.0401 hartree)



Entry P
The following is a quantum chemistry calculation of C5H7N as an isolated structure, from the OMol25 dataset.

XYZ file:
```
13
C5H7N ωB97M-V with the def2-TZVPD basis set
C -1.53885 -0.52882 -0.36747
N -0.53384 -0.23239 0.63268
C 0.00699 1.14195 0.68463
C 0.80030 -0.02316 0.24021
C 2.05094 -0.79757 0.45721
C 1.90460 -0.54089 -0.83798
H -1.51730 -1.59992 -0.58872
H -1.38001 0.02897 -1.30937
H -2.52646 -0.27252 0.02516
H -0.34732 1.84805 -0.06933
H 0.15590 1.55446 1.67919
H 0.91563 0.28375 -1.04510
H 2.06525 -0.88982 -1.85248
```

Properties
E_HOMO	-9.1	eV
E_LUMO	0.84	eV
gap between HOMO and LUMO	9.9	eV



Entry Q
The following is a quantum chemistry calculation of one molecule with the formula C5H7N, from the OMol25 dataset.

XYZ file:
```
13
C5H7N ωB97M-V with the def2-TZVPD basis set
C 0.35076 2.42492 -0.67977
C 0.30093 1.28034 -0.30427
C 0.12743 -0.12236 0.04148
C -0.03915 -1.04486 -1.14660
C -0.63978 -0.44369 1.27034
N 0.78655 -0.73000 1.20963
H 0.37316 3.43891 -1.01701
H 0.76126 -0.92802 -1.88242
H -0.99541 -0.82787 -1.63081
H -0.04089 -2.07850 -0.79289
H -0.96475 0.39483 1.87773
H -1.29492 -1.31001 1.26320
H 1.27479 -0.05368 1.79140
```

Properties
E_HOMO	-9.3	eV
SMILES	C#C[C@]1(C)CN1
E_LUMO	1.08	eV
gap between HOMO and LUMO	10.4	eV



Entry R
The following is a quantum chemistry calculation of one molecule with the formula C5H7N, from the OMol25 dataset.

XYZ file:
```
13
C5H7N ωB97M-V with the def2-TZVPD basis set
C -0.29732 1.09891 -0.95888
C 0.03325 0.14686 0.16849
C -1.70500 -0.43490 1.58353
N -1.09259 -0.75553 0.45730
C 1.25805 -0.62571 -0.02829
C 2.27526 -1.24558 -0.19126
H -0.35244 0.55534 -1.90453
H 0.47599 1.86213 -1.02791
H -1.26547 1.57784 -0.77549
H 0.16604 0.67297 1.12770
H -1.77264 0.68420 1.59445
H -0.90060 -1.74108 0.29479
H 3.17748 -1.79546 -0.33988
```

Properties
E_HOMO	-8.2	eV
E_LUMO	0.79	eV
gap between HOMO and LUMO	9.0	eV



Entry S
The following is a quantum chemistry calculation of C5H7N as an isolated structure, from the OMol25 dataset.

XYZ file:
```
13
C5H7N ωB97M-V with the def2-TZVPD basis set
C 1.35616 -0.64615 0.36765
C 0.35890 0.97090 0.88196
C 0.79679 -0.10839 -0.76680
N -0.60404 -0.07884 -1.09486
C -1.44811 -0.59951 -0.00577
C -0.95781 0.77497 0.05250
H 0.90064 -1.42253 0.96678
H 2.44854 -0.61714 0.43105
H 0.86572 1.84183 0.43555
H 1.43156 0.38967 -1.49360
H -1.05092 -1.31412 0.70661
H -2.45311 -0.79974 -0.35500
H -1.64432 1.60905 -0.12607
```

Properties
E_HOMO	-7.7	eV
E_LUMO	0.93	eV
gap between HOMO and LUMO	8.6	eV



Most stable: entry Q (next structure +0.0711 hartree)



Entry P
The following is a quantum chemistry calculation of one molecule with the formula C5H7N, from the OMol25 dataset.

XYZ file:
```
13
C5H7N ωB97M-V with the def2-TZVPD basis set
C -1.49121 -0.98579 0.71013
C -1.06014 0.18009 -0.17116
N -0.88662 1.38450 0.35109
C 0.49285 0.86671 -0.57051
C 1.69847 0.11199 -0.22752
C 2.84029 -0.24009 -0.05656
H -1.04312 -0.96286 1.70528
H -2.56170 -0.76099 0.83234
H -1.43083 -1.98331 0.26388
H -1.46064 0.06210 -1.20157
H 0.66066 1.84761 -0.09977
H 0.38836 1.02308 -1.64672
H 3.85362 -0.54304 0.11110
```

Properties
E_HOMO	-8.3	eV
E_LUMO	1.01	eV
gap between HOMO and LUMO	9.3	eV



Entry Q
The following is a quantum chemistry calculation of C5H7N as an isolated structure, from the OMol25 dataset.

XYZ file:
```
13
C5H7N ωB97M-V with the def2-TZVPD basis set
C 1.22143 -0.65027 -0.67805
C -0.00171 0.10020 -1.14168
N -1.32436 -0.41915 -0.78589
C -1.23260 0.77931 0.04534
C -0.76058 0.51987 1.38492
C -0.48691 0.37393 2.55564
H 1.18180 -0.83681 0.40027
H 1.28102 -1.61350 -1.19733
H 2.13395 -0.08849 -0.90035
H 0.01195 0.42954 -2.18449
H -1.17207 -1.25386 -0.21486
H -0.09509 1.20821 -0.63980
H -0.25941 0.26399 3.59351
```

Properties
E_HOMO	-8.0	eV
E_LUMO	0.75	eV
gap between HOMO and LUMO	8.8	eV



Most stable: entry Q (next structure +0.0108 hartree)